Formula: C6H9N
Source: OMol25
Level of theory: ωB97M-V/def2-TZVPD

Properties
Frontier orbital gap, Ha: 0.3500
Energy relative to the best compared isomer or geometry (same formula, charge and spin), kcal per mole: 123.2
HOMO energy, eV: -8.378

Structure (ORCA input):
```
! wB97M-V def2-TZVPD RIJCOSX def2/J DEFGRID3
* xyz 0 1
N 0.79895 0.64019 -0.30054
C -0.31599 -1.59732 0.14380
C -0.99925 1.69610 -0.12593
C -1.08019 -0.84843 -0.66105
C 0.35615 1.53822 0.48741
C 1.42145 -1.20882 0.66384
C -0.49195 0.49119 -0.97035
H -0.71050 -2.60371 0.41478
H 2.16327 -0.35843 0.80563
H -2.06250 -1.09248 -1.11797
H 1.37000 -1.63067 1.64852
H -1.11364 2.62428 -0.69134
H 1.93955 -1.80121 -0.08172
H 0.91543 1.99608 1.30844
H -1.85765 1.50393 0.51305
H -0.33314 0.65109 -2.03658
*
```


Formula: C15H26GeNO5PPdSe
Source: OMol25
Level of theory: ωB97M-V/def2-TZVPD

Properties
Frontier orbital gap, Ha: 0.2845
Energy relative to the best compared isomer or geometry (same formula, charge and spin), kcal per mole: 15.1
HOMO energy, eV: -8.356

Structure (ORCA input):
```
! wB97M-V def2-TZVPD RIJCOSX def2/J DEFGRID3
* xyz 0 1
Pd -0.21007 1.21443 -0.13599
Se -1.33793 -0.98910 -0.59933
Ge -0.08457 -3.88280 -0.03544
P 2.62852 0.59698 0.91580
O -4.87027 1.54126 -0.44477
O -2.92436 0.73142 0.38978
O 1.20396 5.01062 -0.18604
O 1.60040 0.26834 -0.15462
O 0.98183 2.80354 -0.15068
N -1.60568 2.88893 -0.39748
C -2.97839 5.23587 -0.92406
C -0.07194 -3.37959 1.85518
C -1.60009 5.25265 -0.76818
C 1.87400 1.21009 2.42551
C -3.67849 1.57555 -0.14808
C 3.48777 -0.91011 1.38838
C -3.64922 4.04149 -0.76384
C 0.08842 -2.23855 -1.10355
C 3.87434 1.78384 0.43369
C -1.93563 -0.54836 -2.39233
C -1.76018 -4.76600 -0.49663
C 1.44817 -5.02830 -0.44088
C 0.51833 4.01397 -0.26569
C -0.95702 4.06265 -0.51112
C -2.93847 2.88368 -0.47046
H -1.71307 -5.17811 -1.50510
H 2.38278 -4.51302 -0.21517
H -1.08760 -0.23635 -2.99533
H 1.41463 -5.94569 0.14767
H -1.96830 -5.58071 0.19718
H -2.58603 -4.05554 -0.44776
H 2.60075 1.21060 3.23868
H 3.38136 2.72909 0.21091
H 4.39624 1.42553 -0.45415
H 1.03474 0.56532 2.69004
H 1.51388 2.22312 2.25414
H 0.90124 -2.98268 2.14978
H 4.05769 -0.74746 2.30294
H -2.65615 0.25896 -2.29161
H 2.75072 -1.69577 1.55483
H 1.05111 -1.75612 -0.94046
H 4.59170 1.90706 1.24641
H -2.41935 -1.42241 -2.82163
H 1.45129 -5.30024 -1.49678
H -0.83169 -2.62187 2.05272
H 0.00083 -2.45348 -2.16913
H -4.72424 3.95941 -0.83487
H -3.51802 6.14897 -1.14015
H 4.16693 -1.22256 0.59502
H -1.01152 6.15668 -0.83077
H -0.28332 -4.24520 2.48345
*
```


Formula: C4H10N2O2
Source: OMol25
Level of theory: ωB97M-V/def2-TZVPD

Properties
Frontier orbital gap, Ha: 0.2994
Energy relative to the best compared isomer or geometry (same formula, charge and spin), kcal per mole: 92.9
HOMO energy, eV: -7.548

Structure (ORCA input):
```
! wB97M-V def2-TZVPD RIJCOSX def2/J DEFGRID3
* xyz 0 1
O -0.57366 -0.82750 1.37105
O 1.21387 0.90340 0.94233
N 2.04230 -1.05855 0.11884
N -0.93476 -1.38249 -1.34343
C -1.20758 1.51149 1.18031
C -0.46132 0.25773 0.83365
C 1.70981 0.23142 -0.04290
C -0.72061 0.00315 -1.09105
H -1.30911 -1.84378 -0.51732
H -1.11820 1.68450 2.25448
H -2.25510 1.42824 0.89775
H -1.67515 0.53076 -1.10265
H 2.52225 -1.56216 -0.60905
H -0.73803 2.35342 0.67252
H -0.08829 -1.86523 -1.61657
H -0.12098 0.46977 -1.87254
H 1.44688 -1.59611 0.74187
H 2.26769 0.76196 -0.81732
*
```


Formula: CN5O
Source: OMol25
Level of theory: ωB97M-V/def2-TZVPD

Properties
Frontier orbital gap, Ha: 0.4281
Energy relative to the best compared isomer or geometry (same formula, charge and spin), kcal per mole: 6.4
HOMO energy, eV: -18.218

Structure (ORCA input):
```
! wB97M-V def2-TZVPD RIJCOSX def2/J DEFGRID3
* xyz 1 1
O -2.61444 -1.00202 1.46116
N 2.39949 0.12156 -0.29633
N -1.15735 0.34868 0.30822
N 0.24322 0.64986 -1.53574
N -0.40619 0.38834 -0.64515
N 3.45029 -0.13608 -0.09172
C -1.94254 -0.40659 0.83198
*
```


Formula: C2H3ClN2O
Source: OMol25
Level of theory: ωB97M-V/def2-TZVPD

Properties
Frontier orbital gap, Ha: 0.3706
Energy relative to the best compared isomer or geometry (same formula, charge and spin), kcal per mole: 37.3
HOMO energy, eV: -9.824

Structure (ORCA input):
```
! wB97M-V def2-TZVPD RIJCOSX def2/J DEFGRID3
* xyz 0 1
Cl -2.22560 -0.90135 0.87819
O 3.77128 -1.30653 0.35331
N -1.70150 0.92369 -0.80608
N 1.72550 -0.29286 0.83833
C -1.10055 0.20197 0.10763
C 2.72134 -0.90551 0.52796
H 0.67561 -0.21145 0.58397
H -2.56650 0.74568 -1.15348
H -1.29956 1.74636 -1.32983
*
```


| no. | DFT total energy (Ha) |
| --- | --- |
| 1 | -288.585785 |
| 2 | -5965.784700 |
| 3 | -418.312901 |
| 4 | -386.758269 |
| 5 | -722.894121 |